No. 1
91
Properties=species:S:1:pos:R:3:forces:R:3:mulliken_charge:R:1 method="wB97M-V/def2-TZVPD" charge=+1 e_above_lowest_ev=0.000 e_homo_ha=-0.38063 e_tot_ev=-299601.07136 fmax_ev_per_a=0.30 spin_multiplicity=1
Ni 0.300 0.110 0.017 -0.26 -0.15 0.00 -0.97
C 2.991 -0.333 -2.291 -0.06 0.01 -0.04 -1.12
As 2.506 0.358 -0.559 0.16 0.01 -0.03 1.36
C 3.916 -0.434 0.517 -0.02 -0.02 -0.01 -1.47
C 3.155 2.192 -0.768 0.00 0.06 0.08 -2.18
C 2.810 3.232 0.322 -0.05 -0.01 -0.12 3.02
C 3.782 4.400 0.114 -0.03 0.00 0.00 -2.02
C 1.384 3.749 0.095 0.03 -0.03 0.03 -1.99
As -0.042 2.412 -0.118 0.07 0.17 -0.09 1.19
C -0.684 2.912 -1.882 0.03 -0.03 -0.01 -1.38
C -1.488 3.112 0.970 0.00 0.03 -0.02 -1.28
C 2.976 2.598 1.709 0.05 0.06 0.03 -0.45
As 2.878 3.515 3.484 -0.12 -0.05 -0.03 0.43
C 3.289 5.412 3.202 0.06 -0.01 0.02 -1.21
C 0.936 3.770 3.645 -0.01 0.00 -0.02 -0.51
H 3.988 0.023 -2.548 -0.01 0.01 0.00 0.52
H 2.273 -0.015 -3.045 0.00 0.01 0.00 0.34
H 2.979 -1.418 -2.237 0.00 -0.01 -0.02 0.14
H 4.847 0.084 0.289 -0.01 -0.02 -0.03 0.59
H 4.006 -1.483 0.239 -0.02 -0.02 0.02 0.42
H 3.709 -0.368 1.581 -0.02 0.03 -0.02 0.23
H 2.798 2.549 -1.740 0.00 -0.02 0.00 0.37
H 4.241 2.099 -0.854 0.00 0.00 0.01 0.78
H 3.800 4.693 -0.937 0.00 0.00 -0.01 0.44
H 4.795 4.108 0.398 0.01 0.01 0.00 0.45
H 3.503 5.274 0.697 0.01 -0.01 -0.02 0.39
H 1.360 4.322 -0.836 -0.01 0.01 0.01 0.68
H 1.085 4.427 0.895 0.01 -0.04 0.01 0.43
H -0.805 3.995 -1.917 -0.01 -0.01 -0.01 0.52
H -1.636 2.429 -2.090 0.00 -0.02 0.01 0.32
H 0.042 2.602 -2.633 0.00 0.01 -0.01 0.32
H -1.518 4.197 0.877 0.02 0.00 0.00 0.58
H -1.358 2.839 2.014 0.01 0.01 0.03 0.16
H -2.427 2.702 0.600 0.01 0.01 0.01 0.32
H 3.949 2.100 1.739 0.00 0.03 0.00 0.73
H 2.228 1.802 1.826 0.03 -0.01 0.01 -1.48
H 4.333 5.550 2.931 -0.01 0.01 -0.02 0.36
H 3.126 5.889 4.169 0.01 0.00 0.00 0.41
H 2.645 5.894 2.468 -0.02 -0.02 0.02 0.35
H 0.426 2.813 3.544 -0.02 -0.01 0.00 -0.32
H 0.542 4.476 2.915 -0.03 0.01 0.01 0.29
H 0.728 4.158 4.642 0.01 0.00 0.00 0.51
C -4.112 0.268 -3.143 0.01 0.00 0.01 -0.59
C -4.595 0.706 -1.916 0.00 0.00 0.00 -0.94
C -3.804 0.610 -0.784 -0.02 -0.01 -0.03 -0.58
C -2.520 0.084 -0.901 -0.02 0.02 0.02 -0.66
C -2.022 -0.351 -2.124 0.02 -0.02 0.02 0.02
C -2.834 -0.264 -3.244 0.02 0.00 -0.01 -1.05
N -1.656 0.021 0.239 -0.01 0.00 0.17 4.16
N -2.228 -0.039 1.339 -0.04 0.05 -0.15 -1.17
C -1.389 -0.002 2.479 0.06 -0.01 0.03 -0.77
C -2.022 -0.031 3.709 0.00 -0.01 -0.04 -0.55
C -1.233 0.036 4.847 0.04 0.00 0.02 -0.84
C 0.141 0.112 4.698 -0.03 0.01 0.01 -0.92
C 0.677 0.120 3.416 0.00 -0.01 -0.01 -0.82
N -0.068 0.080 2.318 -0.02 -0.03 0.09 1.54
H -4.738 0.341 -4.023 0.00 0.00 -0.01 0.46
H -5.590 1.124 -1.841 0.00 0.00 0.00 0.44
H -4.166 0.945 0.178 0.01 -0.01 0.01 0.51
H -1.037 -0.798 -2.161 -0.01 0.00 -0.01 0.34
H -2.468 -0.622 -4.197 0.00 0.00 0.00 0.49
H -3.100 -0.102 3.752 0.00 0.00 -0.01 0.58
H -1.683 0.022 5.830 0.00 0.00 0.00 0.50
H 0.799 0.158 5.554 0.00 0.00 0.00 0.57
H 1.750 0.160 3.270 -0.01 0.01 0.01 0.31
O 0.299 -1.656 -0.641 0.16 -0.01 0.07 0.49
C 0.235 -2.963 -0.127 -0.02 0.01 -0.06 3.29
C -1.122 -3.616 -0.439 -0.03 0.00 -0.01 -0.92
C -2.384 -3.157 -0.189 0.01 0.02 0.01 -0.25
C -3.404 -4.078 -0.545 0.00 -0.03 -0.01 -1.31
C -2.896 -5.236 -1.049 -0.02 0.02 -0.01 -0.60
S -1.194 -5.203 -1.103 0.00 0.00 0.02 -0.12
C 1.297 -3.782 -0.858 0.01 -0.01 -0.01 -1.24
C 2.063 -4.828 -0.437 -0.01 0.04 0.01 -0.58
C 2.818 -5.425 -1.487 -0.01 -0.01 -0.02 -0.85
C 2.588 -4.832 -2.688 0.01 -0.02 0.00 -0.55
S 1.465 -3.548 -2.558 0.04 0.04 0.04 0.00
C 0.451 -3.044 1.380 0.03 -0.03 0.00 -0.92
C -0.444 -3.370 2.358 0.00 0.00 -0.02 -0.15
C 0.113 -3.336 3.667 0.00 0.07 0.02 -0.91
C 1.426 -2.986 3.663 0.01 -0.10 -0.01 -0.68
S 1.997 -2.730 2.072 0.01 0.10 -0.01 -0.01
H -2.602 -2.209 0.271 0.02 0.00 0.00 0.79
H -4.460 -3.886 -0.427 -0.01 0.00 0.00 0.44
H -3.437 -6.099 -1.403 0.00 -0.01 -0.01 0.49
H 2.071 -5.184 0.582 0.01 0.00 0.02 0.65
H 3.492 -6.256 -1.349 0.00 0.00 0.00 0.44
H 3.029 -5.076 -3.641 0.00 0.00 -0.01 0.48
H -1.463 -3.655 2.145 0.00 0.00 0.01 0.68
H -0.439 -3.577 4.564 -0.01 0.00 0.00 0.49
H 2.096 -2.903 4.505 0.01 -0.01 0.00 0.55

=====

No. 2
112
Properties=species:S:1:pos:R:3:forces:R:3:mulliken_charge:R:1 method="wB97M-V/def2-TZVPD" charge=0 e_above_lowest_ev=8.678 smiles="COCCNCCOC.COCCNCCOC.COCCNCCOC.NC(N)=O.NC(N)=O.NC(N)=O.NC(N)=O.NC(N)=O" e_homo_ha=-0.31559 e_tot_ev=-66792.44641 fmax_ev_per_a=8.04 spin_multiplicity=1
C -3.582 -5.881 -5.491 -0.59 -1.47 0.87 -0.76
O -2.584 -6.660 -4.831 0.68 0.62 0.74 -0.33
C -1.353 -5.922 -4.723 -0.87 0.73 0.62 -0.55
C -0.260 -6.546 -3.941 1.52 -1.10 -0.45 -0.26
N -0.597 -6.809 -2.552 -0.10 -0.59 -0.08 -0.29
C 0.534 -7.228 -1.710 0.87 -0.38 -0.19 -0.97
C 1.287 -8.516 -2.144 0.22 0.03 -1.22 -0.42
O 2.032 -8.410 -3.395 -0.25 3.13 3.01 -0.30
C 2.185 -9.554 -4.088 0.04 -0.80 -1.24 -0.75
H -4.513 -6.402 -5.268 -0.05 -0.51 -0.56 0.27
H -3.378 -5.899 -6.561 -0.19 0.64 -0.02 0.30
H -3.844 -4.937 -5.012 1.01 0.60 -0.30 0.31
H -1.453 -5.074 -4.045 -1.11 1.10 -0.89 0.30
H -1.046 -5.741 -5.753 0.37 0.66 0.15 0.34
H 0.608 -5.891 -3.862 -0.12 0.53 -0.59 0.37
H 0.108 -7.345 -4.586 0.21 -1.01 0.64 0.06
H -1.360 -7.467 -2.613 -0.06 -0.36 0.80 0.27
H 0.321 -7.375 -0.651 -1.11 -0.45 -0.07 0.38
H 1.187 -6.373 -1.534 0.43 0.18 -0.94 0.37
H 0.514 -9.277 -2.256 -0.19 -0.24 -0.20 0.36
H 2.020 -8.935 -1.455 -0.17 0.40 0.70 0.47
H 1.283 -9.549 -4.700 0.03 -1.42 -0.59 0.30
H 2.367 -10.439 -3.478 -0.44 -0.27 0.14 0.32
H 3.083 -9.447 -4.697 -0.11 -0.01 -0.34 0.20
C 1.703 8.053 -2.511 -0.49 -0.37 -0.49 -0.74
O 2.712 7.059 -2.390 -0.70 0.39 1.13 -0.30
C 4.024 7.336 -2.739 0.89 0.93 -1.78 -0.93
C 4.817 8.379 -1.927 -0.08 -2.05 1.25 -0.28
N 5.068 7.759 -0.605 0.31 1.16 1.49 -0.43
C 5.086 8.785 0.474 1.03 -0.42 -1.25 -0.78
C 6.224 9.784 0.325 0.95 0.11 1.47 -0.42
O 7.513 9.256 0.788 -3.07 -0.96 0.13 -0.33
C 8.616 10.088 0.848 -0.17 -0.44 0.41 -0.69
H 1.554 8.354 -3.548 0.05 -0.21 -0.33 0.33
H 1.734 9.000 -1.972 0.99 -0.09 0.57 0.27
H 0.794 7.568 -2.153 0.00 -0.06 -0.18 0.25
H 4.109 7.590 -3.796 -0.49 0.80 -0.46 0.46
H 4.528 6.375 -2.838 0.23 -0.11 1.11 0.38
H 4.380 9.367 -1.785 -0.67 0.04 -0.39 0.36
H 5.794 8.548 -2.380 -0.05 -0.11 -0.34 0.26
H 4.348 7.137 -0.268 -0.34 -0.34 -0.91 0.27
H 5.132 8.325 1.461 0.12 -0.14 -0.10 0.43
H 4.166 9.367 0.421 -0.27 0.30 0.10 0.39
H 5.906 10.596 0.979 0.36 0.43 0.19 0.33
H 6.294 10.215 -0.674 0.21 -0.20 -0.27 0.36
H 8.709 10.753 1.707 -1.08 1.02 -0.09 0.26
H 8.613 10.558 -0.135 1.44 0.43 0.14 0.31
H 9.374 9.397 1.219 0.84 -0.11 -1.40 0.24
C -6.123 0.846 6.448 0.24 -1.34 -0.92 -0.79
O -5.652 0.225 5.215 -1.07 2.57 1.38 -0.27
C -4.293 -0.090 5.289 -1.05 -1.79 -1.86 -0.61
C -4.122 -0.648 3.835 2.40 1.37 0.86 -0.84
N -5.004 -1.603 3.317 -0.84 -2.19 0.41 -0.35
C -4.561 -2.241 2.068 -1.90 1.28 -0.77 -0.60
C -5.782 -2.899 1.345 0.53 0.47 0.11 -0.60
O -6.798 -2.002 0.851 -0.02 0.43 0.15 -0.30
C -8.066 -2.678 0.781 0.94 -0.20 0.06 -0.75
H -6.134 0.041 7.182 -0.15 0.04 0.39 0.33
H -7.144 1.190 6.284 0.25 0.18 -0.01 0.24
H -5.441 1.615 6.811 -0.14 0.27 -0.25 0.29
H -4.253 -0.742 6.161 0.93 -0.65 -0.17 0.39
H -3.541 0.696 5.362 -0.38 0.65 0.28 0.33
H -3.073 -0.919 3.720 0.10 -0.33 -0.17 0.46
H -4.290 0.228 3.208 0.63 0.81 0.11 0.42
H -5.851 -1.067 3.192 -0.47 -0.65 -0.43 0.29
H -3.765 -2.979 2.164 -0.20 -0.13 0.51 0.33
H -4.167 -1.464 1.413 0.26 0.18 -0.45 0.40
H -6.205 -3.573 2.090 -0.21 -0.31 -0.20 0.41
H -5.450 -3.399 0.435 0.35 -0.63 0.30 0.36
H -8.776 -2.316 0.037 0.34 1.02 0.15 0.24
H -8.471 -2.622 1.792 -0.46 -0.54 -0.16 0.27
H -7.885 -3.680 0.395 -0.08 -0.48 0.60 0.35
N 2.696 -4.874 8.123 -2.17 0.35 1.84 -0.40
C 3.720 -4.830 7.298 -0.32 1.33 -1.10 0.65
N 4.379 -5.926 7.206 3.25 -5.30 0.19 -0.38
O 4.011 -3.931 6.568 -0.03 2.96 -1.50 -0.64
H 2.026 -4.124 8.035 0.20 -0.22 0.62 0.22
H 2.759 -5.511 8.904 -0.66 0.43 -0.10 0.19
H 4.229 -6.726 7.804 -0.06 0.17 -0.25 0.15
H 5.147 -5.996 6.554 -0.20 0.28 0.29 0.21
N -5.163 0.366 -3.480 2.77 0.00 -1.61 -0.39
C -5.947 1.435 -3.632 -3.24 0.01 -0.03 0.63
N -6.911 1.431 -2.733 -2.29 -0.27 3.11 -0.36
O -6.057 2.255 -4.514 2.30 0.83 -1.48 -0.63
H -4.463 0.447 -4.203 0.33 -1.23 0.23 0.23
H -5.389 -0.484 -2.983 0.17 0.46 -0.26 0.21
H -7.021 0.618 -2.145 -0.22 0.57 0.26 0.13
H -7.597 2.172 -2.713 0.20 -0.37 -0.16 0.19
N -3.271 5.267 1.593 -0.84 -4.17 -4.04 -0.38
C -3.328 6.222 2.431 -7.33 3.23 0.61 0.69
N -2.219 6.455 2.959 5.33 1.74 3.04 -0.35
O -4.403 6.843 2.670 1.48 -0.79 -0.01 -0.73
H -4.146 5.060 1.131 0.53 -0.25 -0.28 0.22
H -2.373 4.903 1.307 -0.68 -0.35 -0.38 0.16
H -2.221 7.106 3.731 0.79 -0.26 -0.21 0.23
H -1.499 5.842 2.603 0.77 0.82 1.27 0.16
N 6.266 -2.386 -2.076 0.14 2.95 2.70 -0.42
C 5.977 -2.789 -3.297 0.35 0.42 -1.88 0.64
N 5.991 -4.095 -3.336 0.00 -2.82 0.01 -0.41
O 5.795 -2.089 -4.262 -0.44 1.27 -0.70 -0.63
H 6.041 -1.411 -1.936 0.46 -0.17 0.51 0.22
H 6.567 -2.974 -1.312 -0.14 0.38 -0.30 0.19
H 5.905 -4.407 -2.380 -0.29 -1.67 -0.97 0.18
H 5.744 -4.540 -4.208 -0.08 -0.37 0.63 0.23
N 1.523 1.061 -0.810 -0.49 -0.77 -3.66 -0.38
C 1.755 1.281 0.452 -2.14 3.21 -0.72 0.69
N 2.362 0.325 1.023 2.79 -3.77 3.36 -0.38
O 1.377 2.284 1.005 -0.42 1.85 1.32 -0.68
H 1.005 1.743 -1.345 0.23 -0.47 -0.02 0.22
H 1.805 0.146 -1.132 -0.48 0.60 -0.91 0.14
H 2.457 0.472 2.018 0.33 -0.74 -0.14 0.23
H 2.560 -0.533 0.529 0.15 0.13 0.79 0.17

=====

No. 3
9
Properties=species:S:1:pos:R:3:forces:R:3:mulliken_charge:R:1 method="wB97M-V/def2-TZVPD" charge=0 e_above_lowest_ev=3.742 e_homo_ha="-0.33655 / -0.33656" e_tot_ev=-10080.52654 fmax_ev_per_a=6.18 spin_multiplicity=1
C 1.580 -0.085 0.509 1.55 -0.39 -0.56 0.49
C -1.322 -0.607 -0.231 3.60 4.87 1.20 -0.20
C 0.529 0.646 0.018 -5.74 0.96 0.81 -0.43
N 2.479 -0.674 0.903 0.63 -0.68 0.48 -0.36
F -1.064 -1.572 -1.037 -0.13 -1.49 -0.66 -0.18
F 0.577 1.364 -1.139 0.87 -0.36 0.01 -0.25
H -1.622 0.370 -0.719 -0.54 -1.64 0.75 0.29
H -1.204 -0.726 0.865 -1.00 -0.57 -0.94 0.34
H 0.047 1.284 0.831 0.76 -0.69 -1.08 0.30

=====

No. 4
17
Properties=species:S:1:pos:R:3:forces:R:3:mulliken_charge:R:1 method="wB97M-V/def2-TZVPD" charge=0 e_above_lowest_ev=3.221 e_homo_ha="-0.28385 / -0.28383" e_tot_ev=-82874.07565 fmax_ev_per_a=3.45 spin_multiplicity=1
C -0.305 2.272 0.139 0.62 -3.23 1.05 -0.83
C -0.116 2.760 1.454 -0.96 0.89 -0.59 -0.05
C -0.360 0.841 0.122 -0.39 -0.39 1.14 0.72
C -0.338 0.684 2.479 0.54 0.66 0.62 0.33
C 0.774 -2.887 0.883 0.42 0.25 0.53 -0.19
C -0.366 -2.383 1.220 -0.40 1.16 0.23 -0.03
N -0.329 2.060 2.522 0.76 0.11 0.74 -0.58
N -0.390 0.127 1.259 -0.28 -1.51 -2.67 -0.16
N -0.399 0.039 -1.017 0.65 1.74 0.77 -0.45
O -0.202 -0.001 3.464 -0.34 -0.91 1.30 -0.65
Br -2.041 -2.774 1.708 0.39 0.34 0.34 0.13
H -0.164 2.661 -0.819 0.30 1.48 -0.94 0.38
H 0.118 3.815 1.688 -0.25 -0.37 -0.61 0.39
H 1.351 -3.571 1.493 -0.69 -0.83 0.12 0.27
H 1.385 -2.511 0.104 0.43 1.07 -0.55 0.30
H -0.814 0.608 -1.724 -0.39 -0.69 -1.09 0.25
H -0.674 -0.912 -0.826 -0.42 0.24 -0.39 0.16